Entry 1
C2H2ClN | ωB97M-V/def2-TZVPD

## Properties
LUMO level (alpha / beta): 0.443 / -0.551 eV
spin multiplicity: 1
frontier orbital gap (alpha / beta): 10.24 / 7.08 eV

Atoms and positions in Å:
C1 2.2586 -0.2712 -0.8296
C2 -1.3846 0.0175 0.0719
N1 -0.2950 0.3246 -0.3623
Cl1 3.0600 0.1646 0.4610
H1 -2.2990 0.4776 -0.2903
H2 -1.3400 -0.7131 0.9493



Entry 2
C2H2ClN | ωB97M-V/def2-TZVPD

## Properties
LUMO level (alpha / beta): -0.540 / -1.904 eV
spin multiplicity: 1
frontier orbital gap (alpha / beta): 9.05 / 7.58 eV

Atoms and positions in Å:
C1 1.1488 0.9193 -0.0496
C2 0.0782 0.3809 0.1670
N1 -0.8278 -0.4747 0.4722
Cl1 -2.3475 -0.1448 -0.2496
H1 2.0948 1.3537 0.0637
H2 -0.1465 -2.0344 -0.4035



The most stable of them is entry 1.